1.
Below is a molecular structure, C30H33CaN6O8P2S2Si, with properties calculated with the ωB97M-V functional and the def2-TZVPD basis.

The value obtained for the LUMO energy is 0.08957 Ha. Its total charge is -1. As for the spin multiplicity: 1. For the HOMO-LUMO gap, the calculation gives 7.06 eV.

Geometry (Å):
Ca 0.098 -0.746 0.369
N -2.726 -0.664 -2.838
C -3.341 0.604 -2.791
C -4.535 0.768 -2.108
C -5.137 2.020 -2.049
C -4.529 3.118 -2.634
C -3.323 2.955 -3.307
C -2.754 1.697 -3.422
S -1.311 1.457 -4.404
N -0.651 0.036 -3.770
C -1.376 -0.782 -3.124
C -0.772 -2.131 -2.859
C -0.974 -3.072 -3.863
C -0.403 -4.324 -3.737
C 0.338 -4.596 -2.603
C 0.460 -3.609 -1.639
N -0.089 -2.397 -1.744
H -3.017 -1.260 -2.069
H -4.974 -0.081 -1.591
H -6.076 2.131 -1.521
H -4.983 4.099 -2.568
H -2.819 3.804 -3.755
H -1.559 -2.801 -4.731
H -0.533 -5.070 -4.511
H 0.817 -5.554 -2.453
H 1.014 -3.793 -0.726
C 6.947 -1.438 3.490
Si 5.569 -2.026 2.340
C 5.092 -3.753 2.890
C 6.295 -2.039 0.614
C 4.135 -0.832 2.548
C 4.182 0.199 3.469
C 3.109 1.074 3.633
C 2.006 0.886 2.827
N 1.925 -0.090 1.924
C 2.945 -0.961 1.778
S 2.712 -2.219 0.612
H 7.806 -2.105 3.377
H 6.656 -1.454 4.543
H 7.280 -0.426 3.244
H 5.936 -4.444 2.813
H 4.275 -4.122 2.272
H 4.756 -3.740 3.930
H 7.303 -2.462 0.632
H 6.359 -1.025 0.213
H 5.672 -2.620 -0.065
H 5.070 0.334 4.078
H 3.137 1.881 4.353
H 1.136 1.531 2.884
N -3.612 0.919 1.240
C -3.461 -0.395 1.965
C -4.668 -0.623 2.860
P -3.414 -1.641 0.586
O -3.322 -3.028 1.370
O -4.722 -1.505 -0.107
O -2.143 -1.365 -0.170
P -1.821 -0.454 2.788
O -2.214 -0.116 4.319
O -1.264 -1.842 2.670
O -1.009 0.631 2.160
H -4.294 0.790 0.485
H -2.727 1.314 0.803
H -3.953 1.646 1.866
H -5.577 -0.668 2.258
H -4.751 0.165 3.614
H -4.561 -1.573 3.382
H -2.491 -2.991 1.895
H -1.492 -0.352 4.910
O 1.918 1.122 -1.817
C 0.996 1.844 -1.507
N -0.082 1.474 -0.722
C -0.927 2.510 -0.600
O -2.020 2.519 -0.013
C -0.358 3.710 -1.313
C -0.832 4.994 -1.475
C -0.055 5.871 -2.231
C 1.148 5.458 -2.797
C 1.612 4.154 -2.627
C 0.836 3.300 -1.876
H -1.772 5.300 -1.035
H -0.390 6.891 -2.383
H 1.729 6.162 -3.381
H 2.541 3.816 -3.070

Here are the Löwdin charges for atoms 1 to 5, given in e: atom 1 (Ca): 1.266, atom 2 (N): 0.138, atom 3 (C): -0.236, atom 4 (C): -0.039, atom 5 (C): -0.097

2.
Below is 2 unconnected molecules or ions with the total composition C4H7NO, with properties calculated with the ωB97M-V functional and the def2-TZVPD basis.

The value obtained for the LUMO energy (spin up / spin down) is -0.03560 / -0.03583 Ha. As for the spin multiplicity: 1. For the HOMO-LUMO gap (spin up / spin down), the calculation gives 8.24 / 8.25 eV.

Geometry (Å):
O -0.688 2.500 1.404
C -0.855 1.352 1.061
N 0.179 0.487 0.791
C 0.014 -0.853 0.426
C 1.012 -1.682 0.121
C -0.682 0.482 -1.858
H -1.847 0.889 0.920
H 1.111 0.857 0.927
H -1.025 -1.173 0.406
H 2.052 -1.367 0.142
H 0.803 -2.711 -0.145
H 0.006 -0.200 -2.405
H -0.081 1.418 -1.791

Here are the Löwdin charges for atoms 1 to 5, given in e: atom 1 (O): 0.034, atom 2 (C): -0.370, atom 3 (N): 0.018, atom 4 (C): -0.269, atom 5 (C): 0.004

3.
Below is a molecular structure, C5H6N2 in a non-equilibrium geometry, with properties calculated with the ωB97M-V functional and the def2-TZVPD basis.

The value obtained for the LUMO energy is 0.01920 Ha. As for the spin multiplicity: 1. For the HOMO-LUMO gap, the calculation gives 9.94 eV.

Geometry (Å):
N 2.753 -0.386 1.461
C 2.049 -0.295 0.544
C 1.275 0.000 -0.623
C -0.124 -0.236 -0.905
C -0.954 -0.673 0.275
C -1.135 0.818 0.531
N 0.027 1.162 -0.461
H 1.911 -0.011 -1.528
H -0.419 -0.327 -1.941
H -1.797 -1.308 0.022
H -0.347 -1.123 1.064
H -2.038 1.181 0.004
H -1.202 1.198 1.559

Here are the Löwdin charges for atoms 1 to 5, given in e: atom 1 (N): 0.152, atom 2 (C): -0.207, atom 3 (C): -0.135, atom 4 (C): -0.335, atom 5 (C): -0.125

Relative energy (zero: lowest compared OMol25 entry of this formula, charge and spin)
In order: 0.095 5.635 3.866
Unit: eV